Entry 1:
This record from the Open Molecules 2025 dataset describes 3 unconnected molecules or ions with the total composition C7H13N. The level of theory is wB97M-V/def2-TZVPD.

```
21
C7H13N wB97M-V/def2-TZVPD
C 1.01 -0.21 1.26
C -0.93 0.96 0.21
C 2.27 0.15 0.52
C 0.84 -1.63 1.68
C -0.60 -0.09 -0.54
C -2.66 1.33 -1.39
C -0.41 -0.99 -1.45
N -2.57 2.04 -2.41
H 0.75 0.50 2.04
H -1.61 2.31 -2.67
H -0.44 1.92 0.06
H -1.55 0.84 1.09
H -3.66 0.97 -1.09
H -0.15 -1.82 2.10
H 3.15 0.04 1.17
H 2.25 1.18 0.16
H 2.43 -0.51 -0.34
H 1.00 -2.33 0.85
H 1.57 -1.91 2.46
H -1.04 -1.01 -2.34
H 0.37 -1.73 -1.35
```

Properties
- Frontier orbital gap (alpha / beta): 7.8 / 7.2 eV
- LUMO level (alpha / beta): 0.9 / 0.8 eV
- Energy relative to the best compared isomer or geometry (same formula, charge and spin): 688.9 kJ/mol

---

Entry 2:
This record from the Open Molecules 2025 dataset describes a molecular structure, C21H31N3O3. The level of theory is wB97M-V/def2-TZVPD.

```
58
C21H31N3O3 wB97M-V/def2-TZVPD
C -0.29 -3.53 -1.68
C 0.50 -3.53 -0.50
H -0.02 -4.15 0.20
C 0.89 -2.11 0.12
C -0.27 -1.29 0.83
O -1.48 -1.77 0.71
N -0.10 -0.56 1.98
C 1.47 -0.17 2.00
C 1.82 1.00 2.65
C 3.00 1.29 2.96
C 4.11 0.13 2.66
C 3.85 -0.90 2.03
C 2.35 -0.91 1.67
O 2.04 -2.38 1.00
H 4.52 -1.51 1.72
H 4.97 0.46 3.05
C 3.27 2.64 3.71
H 4.26 2.94 3.35
H 3.59 2.29 4.58
H 2.56 3.16 3.63
H 1.03 1.76 2.89
C -1.05 -0.13 2.69
C -1.56 1.18 1.84
O -1.41 2.29 2.38
N -2.05 1.01 0.60
H -2.35 0.05 0.34
C -2.84 2.19 -0.11
C -1.75 1.98 -1.48
N -1.62 0.73 -1.77
C -0.32 0.54 -2.39
C 0.23 1.31 -3.71
H 1.33 1.64 -3.65
C -0.21 0.68 -5.01
C -1.57 0.10 -4.97
C -2.67 0.69 -4.15
H -2.55 1.54 -4.37
C -2.52 0.30 -2.82
H -3.76 0.33 -2.15
H -2.53 -0.92 -2.66
H -3.57 0.17 -4.51
H -2.05 -0.12 -6.03
H -1.46 -1.23 -4.45
H -0.19 1.53 -5.64
H 0.53 0.12 -5.16
H -0.19 2.33 -3.53
H 0.35 0.85 -1.70
H -0.26 -0.45 -2.64
H -2.43 2.89 -2.18
H -0.77 2.50 -1.16
H -3.71 1.71 -0.35
H -2.70 2.98 0.30
H -0.64 0.28 3.49
H -1.86 -0.68 2.40
H 1.04 -1.47 -0.66
H 1.35 -4.07 -0.55
H 0.25 -3.18 -2.42
H -1.10 -2.86 -1.52
H -0.42 -4.53 -1.93
```

Properties
- Frontier orbital gap: 8.7 eV
- LUMO level: 0.7 eV
- Energy relative to the best compared isomer or geometry (same formula, charge and spin): 2130.1 kJ/mol

---

Entry 3:
This record from the Open Molecules 2025 dataset describes a single C5H9F molecule. The level of theory is wB97M-V/def2-TZVPD.

```
15
C5H9F wB97M-V/def2-TZVPD
C -0.09 0.27 1.16
C -1.15 0.38 0.10
C 1.14 -0.22 0.39
C -1.88 -0.82 -0.37
C 1.93 0.67 -0.52
F 1.07 -1.51 -0.02
H 0.15 1.23 1.62
H -0.37 -0.45 1.93
H -1.05 1.20 -0.59
H -1.18 -1.61 -0.67
H -2.50 -0.59 -1.22
H -2.50 -1.25 0.42
H 1.38 1.57 -0.76
H 2.18 0.15 -1.44
H 2.86 0.97 -0.04
```

Properties
- Frontier orbital gap (alpha / beta): 8.6 / 8.2 eV
- LUMO level (alpha / beta): 0.9 / 0.7 eV
- Energy relative to the best compared isomer or geometry (same formula, charge and spin): 265.9 kJ/mol

---

Entry 4:
This record from the Open Molecules 2025 dataset describes a single C3H5NO molecule. The level of theory is wB97M-V/def2-TZVPD.

```
10
C3H5NO wB97M-V/def2-TZVPD
C 1.61 0.34 0.00
C 0.27 -0.13 -0.40
N -0.73 -0.01 0.35
C -2.04 -0.26 0.34
O -2.90 0.45 -0.12
H 1.59 0.79 0.99
H 2.31 -0.50 -0.01
H 1.97 1.07 -0.72
H 0.19 -0.61 -1.38
H -2.27 -1.15 0.95
```

Properties
- Frontier orbital gap: 10.7 eV
- LUMO level: 0.9 eV
- Energy relative to the best compared isomer or geometry (same formula, charge and spin): 76.1 kJ/mol
- SMILES: C/C=N/C=O